--- a ---
Here is 2 unconnected molecules or ions with the total composition C2H5OPS from the Open Molecules 2025 dataset. Energies are from wB97M-V/def2-TZVPD.

Results
LUMO (alpha / beta) = -0.039 / -0.023 Ha
E_HOMO (alpha / beta) = -7.659 / -7.786 eV

Last column: Löwdin charge in e.
Cartesian coordinates (Å):
C: -0.836 -0.571 -0.155  -0.2884
C: -2.066 0.206 0.107  -0.0415
O: -0.448 -1.646 -0.209  0.1316
P: 2.553 -0.766 0.130  0.2158
S: 1.504 1.010 0.092  -0.0207
H: -2.368 0.798 -0.872  0.1461
H: -1.898 0.944 0.915  0.0979
H: -2.899 -0.407 0.362  0.0722
H: 3.782 -0.046 0.288  -0.1647
H: 2.946 -1.138 -1.243  -0.1483


--- b ---
Here is C2H5OPS in the gas phase from the Open Molecules 2025 dataset. Energies are from wB97M-V/def2-TZVPD.

Results
LUMO = -0.013 Ha
E_HOMO = -8.762 eV
SMILES = C[PH]#CSO

Last column: Löwdin charge in e.
Cartesian coordinates (Å):
C: -1.846 -0.094 0.033  -0.3854
P: -0.578 0.279 -1.321  0.6989
C: 0.760 -0.348 -0.254  -0.7122
S: 2.290 0.208 -0.431  0.8171
O: 2.977 -0.787 0.712  -0.4594
H: -1.445 -0.944 0.650  0.0254
H: -2.835 -0.403 -0.382  0.0267
H: -1.754 0.805 0.675  0.0226
H: -0.416 1.797 -1.280  -0.0408
H: 2.848 -0.512 1.598  0.0070


Here is how they stack up, most stable first: a, b.


--- a ---
Here is 2 unconnected molecules or ions with the total composition C8H8N4O4 from the Open Molecules 2025 dataset. Energies are from wB97M-V/def2-TZVPD.

Results
LUMO = 0.004 Ha
E_HOMO = -9.537 eV
SMILES = O=c1cc[nH]c(=O)[nH]1.O=c1cc[nH]c(=O)[nH]1

Last column: Löwdin charge in e.
Cartesian coordinates (Å):
O: 3.336 2.511 2.971  -0.0219
C: 3.123 2.142 1.736  -0.4179
C: 3.988 1.806 0.642  -0.0151
C: 3.437 0.939 -0.303  -0.0608
N: 2.129 0.370 -0.240  0.1078
C: 1.101 1.011 0.554  -0.4177
O: -0.077 0.825 0.507  0.0824
N: 1.751 1.961 1.487  0.1548
H: 5.111 2.089 0.565  0.1471
H: 4.119 0.735 -1.117  0.1115
H: 1.910 -0.456 -0.920  0.1675
H: 1.044 2.550 1.958  0.1643
O: -4.332 -1.519 -2.677  0.0698
C: -3.579 -1.307 -1.728  -0.3771
C: -3.924 -1.088 -0.341  -0.0267
C: -2.991 -1.145 0.602  -0.1335
N: -1.724 -1.380 0.344  0.0815
C: -1.107 -1.465 -0.928  -0.4459
O: 0.155 -1.749 -1.057  -0.0287
N: -2.070 -1.303 -1.853  0.1883
H: -4.971 -1.008 -0.107  0.1113
H: -3.482 -1.539 1.589  0.1779
H: -0.971 -1.231 1.124  0.2000
H: -1.977 -1.748 -2.808  0.1810


--- b ---
Here is 2 unconnected molecules or ions with the total composition C8H8N4O4 from the Open Molecules 2025 dataset. Energies are from wB97M-V/def2-TZVPD.

Results
LUMO = -0.011 Ha
E_HOMO = -9.600 eV
SMILES = O=c1cc[nH]c(=O)[nH]1.O=c1cc[nH]c(=O)[nH]1

Last column: Löwdin charge in e.
Cartesian coordinates (Å):
O: -2.385 0.510 -1.533  -0.0042
C: -1.843 -0.671 -1.446  -0.4519
C: -1.532 -1.582 -2.536  -0.0156
C: -1.244 -2.887 -2.333  -0.1095
N: -1.227 -3.455 -1.091  0.0908
C: -1.207 -2.572 -0.002  -0.4344
O: -0.950 -2.910 1.164  0.0665
N: -1.354 -1.217 -0.339  0.1685
H: -2.108 -1.219 -3.514  0.1671
H: -0.956 -3.761 -3.049  0.1632
H: -0.579 -4.350 -0.886  0.2317
H: -1.337 -0.716 0.490  0.1063
O: 2.457 1.674 3.723  0.0248
C: 1.960 1.733 2.571  -0.4017
C: 0.979 0.737 1.841  0.0362
C: 0.417 1.190 0.594  -0.0440
N: 0.770 2.480 0.128  0.0905
C: 1.890 3.160 0.579  -0.4875
O: 2.446 4.052 -0.160  0.0163
N: 2.149 2.923 1.874  0.1605
H: 0.479 -0.028 2.558  0.1284
H: -0.617 0.948 -0.032  0.1491
H: 0.693 2.620 -0.839  0.1261
H: 3.096 3.341 2.237  0.2229


Here is how they stack up, most stable first: a, b.


--- a ---
Here is 3 unconnected molecules or ions with the total composition CH7O3 from the Open Molecules 2025 dataset. Energies are from wB97M-V/def2-TZVPD.

Results
LUMO = 0.165 Ha
E_HOMO = -3.672 eV
Charge = -1

Last column: Löwdin charge in e.
Cartesian coordinates (Å):
C: -0.610 1.561 0.536  -0.3597
O: -0.215 0.798 -0.534  -0.3959
H: -0.267 1.131 1.503  0.0529
H: -0.195 2.583 0.535  0.0411
H: -1.708 1.649 0.649  0.0470
H: 1.171 -0.088 0.024  -0.0235
H: 1.626 -1.487 0.401  -0.0013
O: 1.969 -0.589 0.339  -0.1267
H: -0.508 -2.103 -0.839  -0.0156
H: -0.776 -0.583 -0.435  -0.0324
O: -1.173 -1.551 -0.407  -0.1860


--- b ---
Here is a molecular structure, CH7O3 from the Open Molecules 2025 dataset. Energies are from wB97M-V/def2-TZVPD.

Results
LUMO = 0.158 Ha
E_HOMO = -3.670 eV
Charge = -1

Last column: Löwdin charge in e.
Cartesian coordinates (Å):
C: -0.046 -0.207 0.813  -0.3296
O: 0.209 0.524 -0.336  -0.3374
H: 0.805 -0.436 1.371  0.0262
H: -0.533 0.313 1.644  0.0552
H: -0.691 -1.034 0.556  0.0606
H: 0.936 -1.112 -1.049  -0.0452
H: 2.213 -1.809 -0.849  -0.0256
O: 1.504 -1.759 -1.416  -0.0370
H: -2.299 1.756 -0.363  -0.0897
H: -0.566 1.564 -0.247  -0.0125
O: -1.532 2.202 -0.125  -0.2650


--- c ---
Here is 3 unconnected molecules or ions with the total composition CH7O3 from the Open Molecules 2025 dataset. Energies are from wB97M-V/def2-TZVPD.

Results
LUMO = 0.156 Ha
E_HOMO = -3.849 eV
Charge = -1

Last column: Löwdin charge in e.
Cartesian coordinates (Å):
C: -1.080 1.430 -0.203  -0.2429
O: 0.082 0.845 -0.684  -0.1868
H: -1.411 1.089 0.811  0.0659
H: -0.988 2.510 -0.173  0.0551
H: -1.934 1.031 -0.775  0.0660
H: 0.019 -0.156 -0.759  -0.0186
H: -0.201 -2.337 -0.114  -0.1224
O: 0.030 -1.748 -0.841  -0.4850
H: 1.501 -1.504 0.599  0.0017
H: 1.787 -0.142 1.007  0.0072
O: 2.196 -1.018 1.132  -0.1402


Here is how they stack up, most stable first: a, c, b.


--- a ---
Here is 2 unconnected molecules or ions with the total composition C5H13NO2 from the Open Molecules 2025 dataset. Energies are from wB97M-V/def2-TZVPD.

Results
LUMO = 0.021 Ha
E_HOMO = -9.315 eV
SMILES = CCC(=O)O.CCN

Last column: Löwdin charge in e.
Cartesian coordinates (Å):
C: 2.537 1.277 0.147  -0.0795
C: 1.123 1.626 -0.243  -0.1645
C: 0.903 1.867 -1.670  -0.4670
O: 1.641 2.300 -2.505  0.1264
O: -0.366 1.549 -2.245  0.0932
H: 2.984 2.111 0.730  0.0844
H: 3.164 1.369 -0.699  0.0573
H: 2.675 0.382 0.835  0.1018
H: 0.431 0.862 0.120  0.1069
H: 0.976 2.573 0.158  0.1097
H: -0.937 1.274 -1.605  0.0215
C: -1.395 -2.482 -0.046  -0.0884
C: -1.159 -1.715 1.255  -0.3357
N: -2.070 -0.606 1.318  -0.0388
H: -0.757 -2.522 -0.800  0.0082
H: -2.411 -2.358 -0.447  0.0811
H: -1.243 -3.533 0.286  0.0845
H: -1.558 -2.276 2.133  0.1110
H: -0.146 -1.459 1.317  0.0769
H: -2.629 -0.547 0.429  0.0763
H: -1.763 0.306 1.533  0.0345


--- b ---
Here is 2 unconnected molecules or ions with the total composition C5H13NO2 from the Open Molecules 2025 dataset. Energies are from wB97M-V/def2-TZVPD.

Results
LUMO = 0.029 Ha
E_HOMO = -9.080 eV

Last column: Löwdin charge in e.
Cartesian coordinates (Å):
O: 1.911 -1.009 0.280  -0.0796
C: 1.910 0.097 -0.390  -0.6049
O: 0.844 0.465 -1.049  -0.0726
C: 3.137 0.971 -0.460  -0.0158
H: 2.737 1.990 -0.756  0.0970
H: 3.652 0.946 0.492  0.0715
H: 3.810 0.624 -1.262  0.0859
C: -1.379 -0.652 0.616  -0.2135
C: -2.334 0.379 0.075  -0.2370
C: -2.958 1.143 1.255  -0.1103
N: -0.634 -1.388 -0.455  0.1002
H: -0.587 -0.257 1.248  0.1244
H: -1.857 -1.455 1.220  0.1333
H: -3.146 -0.146 -0.496  0.1275
H: -1.789 1.071 -0.508  0.0915
H: -3.425 0.481 1.969  0.0617
H: -2.216 1.744 1.795  0.0791
H: -3.789 1.826 0.943  0.0840
H: -1.315 -1.924 -0.974  0.1411
H: -0.006 -0.556 -0.914  0.0408
H: 0.074 -1.909 0.010  0.0959


--- c ---
Here is 3 unconnected molecules or ions with the total composition C5H13NO2 from the Open Molecules 2025 dataset. Energies are from wB97M-V/def2-TZVPD.

Results
LUMO = 0.027 Ha
E_HOMO = -9.741 eV
SMILES = CC(N)=O.C=C.CO

Last column: Löwdin charge in e.
Cartesian coordinates (Å):
C: -2.463 0.872 -0.685  -0.0044
C: -0.956 0.946 -0.714  -0.5976
N: -0.404 1.798 0.178  0.1816
O: -0.271 0.354 -1.532  0.0028
H: -2.873 1.776 -1.142  0.0891
H: -2.833 0.811 0.337  0.0772
H: -2.797 0.005 -1.248  0.0896
H: -0.947 2.269 0.879  0.1075
H: 0.602 1.868 0.211  0.0880
C: 2.367 -0.496 -0.246  -0.0936
C: 2.967 0.439 0.469  -0.0835
H: 1.699 -0.238 -1.100  0.0531
H: 2.546 -1.544 -0.062  0.0601
H: 3.578 0.209 1.330  0.0447
H: 2.871 1.491 0.241  0.0381
C: -0.537 -1.759 0.877  -0.1811
O: -0.653 -2.286 -0.417  -0.1256
H: -1.404 -1.142 1.141  0.0662
H: -0.487 -2.600 1.565  0.0783
H: 0.434 -1.180 0.979  0.0668
H: -0.439 -1.593 -1.061  0.0428


Here is how they stack up, most stable first: b, c, a.


--- a ---
Here is 2 unconnected molecules or ions with the total composition C5H13NO2 from the Open Molecules 2025 dataset. Energies are from wB97M-V/def2-TZVPD.

Results
LUMO = 0.028 Ha
E_HOMO = -9.784 eV
SMILES = CCC[C@H](N)C=O.O

Last column: Löwdin charge in e.
Cartesian coordinates (Å):
C: 0.460 -0.593 2.386  -0.1145
C: -0.781 0.238 2.100  -0.2472
C: -1.471 -0.073 0.758  -0.1812
C: -0.543 -0.304 -0.419  -0.3853
N: 0.340 0.823 -0.644  0.0532
C: -1.341 -0.670 -1.669  -0.2044
O: -0.979 -0.339 -2.773  0.0516
H: 0.806 -0.409 3.404  0.0724
H: 0.289 -1.675 2.285  0.0812
H: 1.275 -0.357 1.705  0.0497
H: -0.477 1.281 2.109  0.1010
H: -1.491 0.067 2.906  0.1020
H: -2.130 -0.929 0.894  0.1148
H: -2.108 0.777 0.502  0.1180
H: 0.086 -1.181 -0.244  0.1477
H: 0.782 0.722 -1.561  0.0930
H: -0.182 1.691 -0.671  0.0979
H: -2.266 -1.271 -1.601  0.1273
O: 3.327 0.665 -0.349  -0.0835
H: 2.366 0.670 -0.181  -0.0218
H: 3.712 0.741 0.532  0.0281


--- b ---
Here is C5H13NO2 in the gas phase from the Open Molecules 2025 dataset. Energies are from wB97M-V/def2-TZVPD.

Results
LUMO = 0.029 Ha
E_HOMO = -9.347 eV
SMILES = C[C@H](O)[C@@H](C)NCO

Last column: Löwdin charge in e.
Cartesian coordinates (Å):
C: -2.423 0.603 -0.902  -0.0501
C: -1.235 -0.258 -0.498  -0.4362
O: -1.722 -1.387 0.195  -0.0258
C: -0.120 0.452 0.265  -0.4068
C: -0.547 0.976 1.574  -0.0657
N: 0.980 -0.448 0.405  -0.0242
C: 2.044 -0.606 -0.518  -0.2595
O: 3.042 0.469 -0.566  -0.0783
H: -2.201 1.456 -1.527  0.0839
H: -3.271 -0.002 -1.188  0.0809
H: -2.784 0.953 0.071  0.0720
H: -0.962 -0.569 -1.567  0.1520
H: -0.940 -1.947 0.292  0.0907
H: 0.184 1.331 -0.316  0.1478
H: 0.352 1.413 2.019  0.0831
H: -1.208 1.850 1.534  0.0850
H: -0.923 0.280 2.403  0.1208
H: 1.178 -0.551 1.385  0.1194
H: 1.640 -0.617 -1.552  0.1238
H: 2.608 -1.547 -0.400  0.1266
H: 2.435 1.207 -0.731  0.0609


Here is how they stack up, most stable first: a, b.


--- a ---
Here is 2 unconnected molecules or ions with the total composition C5H13NO2 from the Open Molecules 2025 dataset. Energies are from wB97M-V/def2-TZVPD.

Results
LUMO = 0.032 Ha
E_HOMO = -9.278 eV
SMILES = CCC(=O)N(C)C.O

Last column: Löwdin charge in e.
Cartesian coordinates (Å):
C: 0.989 2.230 -0.039  -0.0728
C: 1.145 0.687 0.208  -0.1316
C: -0.178 0.088 -0.303  -0.4738
O: -0.369 0.109 -1.507  0.0346
N: -1.117 -0.334 0.621  -0.1336
C: -2.051 -1.287 0.010  -0.0445
C: -0.948 -0.272 2.057  -0.0549
H: 0.567 2.361 -1.044  0.0753
H: 1.919 2.798 -0.167  0.0687
H: 0.435 2.628 0.802  0.0668
H: 2.002 0.273 -0.329  0.1085
H: 1.328 0.455 1.249  0.0764
H: -1.561 -2.251 -0.194  0.0991
H: -2.396 -0.937 -0.969  0.0866
H: -2.895 -1.409 0.667  0.0757
H: 0.058 -0.543 2.308  0.0685
H: -1.710 -0.879 2.529  0.0833
H: -1.099 0.715 2.537  0.0966
O: 2.099 -1.692 -2.496  -0.0668
H: 1.359 -1.069 -2.542  0.0086
H: 2.423 -1.671 -3.399  0.0293


--- b ---
Here is C5H13NO2 in the gas phase from the Open Molecules 2025 dataset. Energies are from wB97M-V/def2-TZVPD.

Results
LUMO = 0.034 Ha
E_HOMO = -8.629 eV
SMILES = C[C@H](NCO)[C@@H](C)O

Last column: Löwdin charge in e.
Cartesian coordinates (Å):
C: 0.298 0.316 -1.968  -0.0411
C: -0.017 0.139 -0.487  -0.3472
N: 1.156 0.299 0.372  -0.0236
C: 1.220 1.302 1.395  -0.2785
O: 1.493 2.621 0.890  -0.0582
C: -0.610 -1.260 -0.197  -0.3605
C: -1.393 -1.315 1.107  -0.0360
O: -1.630 -1.527 -1.203  -0.0716
H: -0.678 0.490 -2.425  0.0800
H: 0.733 -0.546 -2.449  0.0731
H: 0.995 1.134 -2.144  0.0805
H: -0.754 0.812 -0.059  0.1426
H: 2.023 -0.064 0.039  0.1138
H: 0.273 1.251 1.914  0.1051
H: 2.043 1.037 2.051  0.1174
H: 0.645 3.079 0.868  0.0728
H: 0.119 -2.048 -0.221  0.1335
H: -2.464 -1.224 0.970  0.0881
H: -1.188 -0.482 1.745  0.0461
H: -1.041 -2.084 1.785  0.0793
H: -1.226 -1.930 -1.982  0.0841


--- c ---
Here is 2 unconnected molecules or ions with the total composition C5H13NO2 from the Open Molecules 2025 dataset. Energies are from wB97M-V/def2-TZVPD.

Results
LUMO = 0.019 Ha
E_HOMO = -9.245 eV
SMILES = CC(C)N(C)C=O.O

Last column: Löwdin charge in e.
Cartesian coordinates (Å):
C: 2.043 1.076 -1.141  -0.0464
C: 0.757 0.264 -1.100  -0.3880
C: -0.474 1.053 -1.558  -0.0412
N: 0.576 -0.349 0.216  -0.1284
C: 0.846 -1.768 0.370  -0.0503
C: 0.443 0.411 1.330  -0.3356
O: 0.109 1.578 1.341  0.0237
H: 2.214 1.468 -2.132  0.0794
H: 1.919 1.933 -0.491  0.0749
H: 2.842 0.447 -0.739  0.0846
H: 0.880 -0.583 -1.762  0.1245
H: -0.861 0.718 -2.525  0.0748
H: -0.197 2.078 -1.794  0.0740
H: -1.233 1.140 -0.797  0.0720
H: 1.020 -2.046 1.403  0.0828
H: 0.056 -2.377 -0.082  0.0856
H: 1.738 -2.002 -0.207  0.0836
H: 0.705 -0.089 2.272  0.1312
O: -3.506 -1.530 0.698  -0.0751
H: -2.982 -2.283 1.049  0.0412
H: -3.487 -1.821 -0.227  0.0327


Here is how they stack up, most stable first: a, c, b.